(1)
Density functional theory data (ωB97M-V with the def2-TZVPD basis set) for a structure of composition C35H37N3O4SeTeTi in a non-equilibrium geometry.

maximum force	0.0196	Eh/bohr
total charge	-1
spin multiplicity	2
HOMO-LUMO gap (spin up / spin down)	6.43 / 6.87	eV
HOMO energy (spin up / spin down)	-0.153 / -0.183	hartree
ΔE to the lowest compared entry with this formula, charge and spin	2.34	kcal per mole

The geometry in XYZ format:
```
82
Properties=species:S:1:pos:R:3:forces:R:3:mulliken_charge:R:1
Ti -0.303 0.415 0.593 0.6 -0.8 -0.4 0.2667
C -3.090 0.897 -2.648 0.0 0.1 0.0 -0.2357
O -2.051 0.683 -3.611 0.0 -0.2 0.1 -0.4955
C -0.926 1.432 -3.436 0.0 0.1 -0.1 0.6849
C -0.538 2.275 -4.454 0.1 0.1 0.0 -0.5332
C 0.619 3.055 -4.355 0.0 0.0 0.0 -0.6612
C 1.363 2.995 -3.203 0.0 0.0 0.0 -0.9330
C 0.988 2.147 -2.148 0.2 0.1 0.0 0.4733
C 1.819 2.118 -0.970 -0.1 -0.1 0.0 -0.6374
N 1.520 1.485 0.105 -0.1 0.0 0.1 0.8443
N 2.469 1.554 1.117 0.1 0.1 0.0 -1.0188
C 2.014 0.932 2.162 0.1 0.1 0.1 0.6803
O 0.865 0.347 2.209 0.0 0.0 -0.1 -0.4503
C 2.864 0.889 3.382 -0.1 -0.1 0.0 0.4055
C 4.144 1.440 3.396 0.0 0.0 0.0 -0.2003
C 4.911 1.378 4.547 0.0 0.0 0.0 -0.6341
C 4.411 0.768 5.691 0.0 0.0 0.0 -0.3227
C 3.137 0.220 5.680 0.0 0.0 0.0 -0.7428
C 2.365 0.280 4.528 0.0 0.0 0.0 -0.3370
C -0.140 1.310 -2.260 0.0 0.0 -0.1 0.2812
O -0.449 0.424 -1.352 0.0 0.1 0.1 -0.1567
H -3.910 1.424 -3.141 0.0 0.0 0.0 0.2969
H -2.741 1.475 -1.793 0.0 0.0 0.0 0.2003
H -3.444 -0.065 -2.288 0.0 -0.1 0.0 -0.2079
H -1.162 2.320 -5.338 0.0 0.0 0.0 0.4533
H 0.909 3.708 -5.168 0.0 0.0 0.0 0.3725
H 2.252 3.604 -3.085 0.0 0.0 0.0 0.3742
H 2.759 2.667 -0.976 0.0 0.0 0.0 0.2896
H 4.517 1.911 2.497 0.0 0.0 0.0 0.4325
H 5.906 1.806 4.552 0.0 0.0 0.0 0.3685
H 5.016 0.722 6.588 0.0 0.0 0.0 0.3715
H 2.743 -0.255 6.570 0.0 0.0 0.0 0.3801
H 1.367 -0.137 4.497 0.0 0.0 0.0 0.4277
Se -1.956 1.752 1.196 -0.6 0.4 0.2 -0.6766
C 1.573 -2.353 1.327 0.0 0.0 0.0 -1.0372
C 0.218 -2.574 0.671 -0.1 0.2 -0.1 0.6158
O -0.001 -3.683 0.166 0.0 0.0 0.1 -0.5486
N -0.662 -1.545 0.658 0.2 -0.1 0.2 -0.0085
Te -2.527 -2.218 -0.376 -0.3 0.0 0.0 0.6057
C -3.538 -3.547 -1.832 0.0 0.1 -0.1 -0.4994
C -2.819 -4.141 -2.868 0.0 0.0 0.0 1.2110
C -1.318 -4.067 -2.992 0.0 0.0 0.0 -1.9111
C -3.508 -4.878 -3.835 0.0 0.0 0.0 -0.7742
C -4.882 -5.033 -3.796 0.0 0.0 0.0 0.8317
C -5.610 -5.816 -4.857 0.0 0.0 0.0 -1.5668
C -5.583 -4.421 -2.761 0.0 0.0 0.0 -0.9579
C -4.937 -3.673 -1.785 0.0 0.0 0.0 1.1518
C -5.765 -3.022 -0.706 0.0 0.0 0.0 -1.3804
C -3.033 -3.473 1.271 0.1 0.0 0.0 0.2943
C -2.887 -4.866 1.258 0.0 0.0 0.0 1.1346
C -2.371 -5.663 0.089 0.0 0.0 0.0 -1.5416
C -3.245 -5.583 2.401 0.0 0.0 0.0 -1.0235
C -3.738 -4.970 3.540 0.0 0.0 0.0 0.7366
C -4.122 -5.769 4.757 0.0 0.0 0.0 -1.5854
C -3.872 -3.590 3.528 0.0 0.0 0.0 -1.0670
C -3.530 -2.828 2.416 0.0 0.0 0.0 1.1210
C -3.691 -1.335 2.501 0.0 -0.1 0.0 -1.4676
H 2.123 -3.290 1.285 0.0 0.0 0.0 0.4870
H 1.460 -2.017 2.356 0.0 0.0 0.0 0.1153
H 2.131 -1.580 0.794 0.0 0.0 0.0 0.1781
H -0.862 -3.436 -2.232 0.0 0.0 0.0 0.0149
H -1.035 -3.690 -3.977 0.0 0.0 0.0 0.5274
H -0.884 -5.064 -2.878 0.0 0.0 0.0 0.3184
H -2.942 -5.345 -4.637 0.0 0.0 0.0 0.3115
H -4.912 -6.381 -5.475 0.0 0.0 0.0 0.3583
H -6.177 -5.152 -5.513 0.0 0.0 0.0 0.3024
H -6.318 -6.519 -4.412 0.0 0.0 0.0 0.3580
H -6.664 -4.521 -2.719 0.0 0.0 0.0 0.3401
H -6.829 -3.144 -0.915 0.0 0.0 0.0 0.4483
H -5.551 -1.954 -0.628 0.0 0.0 0.0 0.1867
H -5.554 -3.463 0.270 0.0 0.0 0.0 0.2192
H -1.550 -5.149 -0.403 0.0 0.0 0.0 0.0717
H -3.165 -5.843 -0.638 0.0 0.0 0.0 0.2816
H -2.010 -6.630 0.442 0.0 0.0 0.0 0.4535
H -3.119 -6.662 2.391 0.0 0.0 0.0 0.3033
H -3.832 -6.814 4.648 0.0 0.0 0.0 0.3527
H -5.201 -5.734 4.924 0.0 0.0 0.0 0.3076
H -3.639 -5.373 5.652 0.0 0.0 0.0 0.3588
H -4.253 -3.084 4.410 0.0 0.0 0.0 0.3548
H -4.209 -1.055 3.418 0.0 0.0 0.0 0.4119
H -4.253 -0.937 1.656 0.0 0.0 0.0 0.2404
H -2.726 -0.833 2.489 0.1 0.1 0.0 0.0049
```
Positions in Å, forces in eV/Å.

(2)
Density functional theory data (ωB97M-V with the def2-TZVPD basis set) for an isolated molecule of C20H33N5O4.

SMILES string	CCO[C@H]1CCN(C(=O)CO[C@H]2C[C@@H](NC(=O)CCc3ncnn3C)C2)C[C@@H]1C
maximum force	0.0011	Eh/bohr
total charge	0
spin multiplicity	1
HOMO-LUMO gap	9.85	eV
HOMO energy	-0.338	hartree
ΔE to the lowest compared entry with this formula, charge and spin	8.94	kcal per mole

The geometry in XYZ format:
```
62
Properties=species:S:1:pos:R:3:forces:R:3:mulliken_charge:R:1
C -3.841 2.238 -3.795 0.0 0.0 0.0 -1.3355
C -3.711 2.003 -2.308 0.0 0.0 0.0 -0.1043
O -2.546 2.667 -1.858 0.0 0.0 0.0 -0.3345
C -2.389 2.702 -0.454 0.0 0.0 0.0 -0.0040
C -2.079 1.323 0.127 0.0 0.0 0.0 -0.4759
C -1.769 1.433 1.616 0.0 0.0 0.0 -1.3326
N -0.688 2.378 1.842 0.0 0.0 0.0 0.2007
C 0.608 2.042 2.104 0.0 0.0 0.0 0.8258
O 1.510 2.854 2.126 0.0 0.0 0.0 -0.6565
C 0.872 0.562 2.400 0.0 0.0 0.0 -0.4404
O 2.250 0.327 2.473 0.0 0.0 0.0 -0.3771
C 2.681 -0.382 3.622 0.0 0.0 0.0 0.0185
C 2.221 -1.859 3.623 0.0 0.0 0.0 -0.7078
C 3.502 -2.204 2.824 0.0 0.0 0.0 -0.1735
N 3.284 -2.160 1.390 0.1 0.0 0.0 -0.2091
C 2.621 -3.160 0.765 0.0 0.0 0.0 0.2662
O 2.358 -4.220 1.311 0.0 0.0 0.0 -0.6824
C 2.191 -2.878 -0.661 0.0 0.0 0.0 -0.0346
C 0.678 -3.095 -0.782 0.0 0.0 0.0 -0.5448
C 0.183 -2.844 -2.163 0.0 0.0 0.0 0.2219
N -0.364 -1.719 -2.588 0.0 0.0 0.0 -0.5174
C -0.589 -1.969 -3.902 0.0 0.0 0.0 -0.2566
N -0.220 -3.162 -4.310 0.0 0.0 0.0 -1.0738
N 0.276 -3.716 -3.182 0.0 0.0 0.0 0.8292
C 0.801 -5.063 -3.204 0.0 0.0 0.0 -0.7773
C 4.105 -0.877 3.334 0.0 0.0 0.0 -1.1946
C -0.988 3.715 1.355 0.0 0.0 0.0 -1.5582
C -1.279 3.703 -0.146 0.0 0.0 0.0 0.9020
C -1.629 5.101 -0.632 0.0 0.0 0.0 -1.7430
H -4.724 1.730 -4.184 0.0 0.0 0.0 0.4104
H -3.929 3.304 -4.008 0.0 0.0 0.0 0.3229
H -2.963 1.855 -4.315 0.0 0.0 0.0 0.2888
H -4.588 2.395 -1.774 0.0 0.0 0.0 0.3173
H -3.649 0.929 -2.101 0.0 0.0 0.0 0.2160
H -3.324 3.074 0.003 0.0 0.0 0.0 0.2690
H -2.924 0.647 -0.017 0.0 0.0 0.0 0.5503
H -1.224 0.900 -0.408 0.0 0.0 0.0 0.1787
H -2.651 1.801 2.152 0.0 0.0 0.0 0.3341
H -1.533 0.463 2.043 0.0 0.0 0.0 0.5190
H 0.366 0.295 3.336 0.0 0.0 0.0 0.4706
H 0.439 -0.059 1.607 0.0 0.0 0.0 -0.0107
H 2.504 0.215 4.522 0.0 0.0 0.0 0.5529
H 2.253 -2.281 4.627 0.0 0.0 0.0 0.2920
H 1.268 -2.104 3.156 0.0 0.0 0.0 0.3041
H 4.007 -3.131 3.081 0.0 0.0 0.0 0.5394
H 3.278 -1.247 0.962 0.0 0.0 0.0 0.4025
H 2.449 -1.864 -0.970 0.0 0.0 0.0 0.3067
H 2.727 -3.569 -1.316 0.0 0.0 0.0 0.2549
H 0.436 -4.103 -0.445 0.0 0.0 0.0 0.2878
H 0.154 -2.400 -0.126 0.0 0.0 0.0 0.1514
H -1.035 -1.254 -4.574 0.0 0.0 0.0 0.4894
H 1.114 -5.342 -2.201 0.0 0.0 0.0 0.3260
H 0.031 -5.751 -3.548 0.0 0.0 0.0 0.2874
H 1.655 -5.117 -3.878 0.0 0.0 0.0 0.2794
H 4.687 -0.276 2.635 0.0 0.0 0.0 0.3466
H 4.673 -1.029 4.250 0.0 0.0 0.0 0.3201
H -1.862 4.095 1.898 0.0 0.0 0.0 0.3278
H -0.141 4.358 1.578 0.0 0.0 0.0 0.5248
H -0.376 3.354 -0.659 0.0 0.0 0.0 0.2445
H -2.525 5.472 -0.125 0.0 0.0 0.0 0.3661
H -0.815 5.798 -0.426 0.0 0.0 0.0 0.4495
H -1.823 5.102 -1.703 0.0 0.0 0.0 0.3503
```
Positions in Å, forces in eV/Å.

(3)
Density functional theory data (ωB97M-V with the def2-TZVPD basis set) for an isolated molecule of C4H4IN in a non-equilibrium geometry.

maximum force	0.0897	Eh/bohr
total charge	0
spin multiplicity	1
HOMO-LUMO gap (spin up / spin down)	8.21 / 7.90	eV
HOMO energy (spin up / spin down)	-0.323 / -0.335	hartree
ΔE to the lowest compared entry with this formula, charge and spin	84.18	kcal per mole

The geometry in XYZ format:
```
10
Properties=species:S:1:pos:R:3:forces:R:3:mulliken_charge:R:1
C 0.657 -1.574 -0.085 0.5 2.7 -0.8 0.3312
C -0.520 0.479 -0.666 -1.4 3.4 -2.8 -0.1684
C -0.973 0.570 0.781 0.8 -1.3 -2.5 -0.8367
C 0.711 -0.231 -0.444 1.6 1.0 1.4 -0.3528
N 0.657 -2.621 0.334 -0.1 -3.6 1.0 -0.3660
I 2.551 0.791 0.117 -1.1 -0.6 -0.4 0.1201
H -1.057 0.067 -1.585 -0.3 -0.1 1.9 0.2863
H -0.379 1.552 -1.059 0.3 -1.5 0.7 0.2282
H -0.560 1.332 1.371 0.4 1.1 0.6 0.3612
H -1.088 -0.367 1.236 -0.7 -1.1 0.9 0.3969
```
Positions in Å, forces in eV/Å.

(4)
Density functional theory data (ωB97M-V with the def2-TZVPD basis set) for a cluster of 2 separate species, C5H10O in total in a non-equilibrium geometry.

maximum force	0.0269	Eh/bohr
total charge	-1
spin multiplicity	2
HOMO-LUMO gap (spin up / spin down)	2.11 / 9.89	eV
HOMO energy (spin up / spin down)	0.051 / -0.240	hartree
ΔE to the lowest compared entry with this formula, charge and spin	39.12	kcal per mole

The geometry in XYZ format:
```
16
Properties=species:S:1:pos:R:3:forces:R:3:mulliken_charge:R:1
C 0.933 0.201 0.930 0.2 0.4 1.3 -0.4704
C 0.150 0.876 1.781 0.2 -1.2 -0.7 -0.9363
C 0.689 -1.156 0.322 -0.3 1.1 -0.3 -0.6094
C -0.696 -1.693 0.508 0.1 -0.1 -1.0 -0.3719
C -0.957 -2.986 0.620 0.1 0.5 0.8 -0.7766
H 1.942 0.602 0.868 0.2 -0.4 -0.2 0.4809
H 0.606 1.538 2.500 -0.3 0.7 -0.3 0.3331
H -0.900 0.630 1.810 -0.1 0.0 0.6 0.2610
H 1.426 -1.801 0.808 0.0 -0.2 -0.3 0.2624
H 0.893 -1.082 -0.755 0.1 -0.2 0.1 0.4877
H -1.505 -1.008 0.285 -0.1 0.2 0.3 0.4413
H -1.978 -3.313 0.769 0.1 -0.3 -0.3 0.3158
H -0.112 -3.651 0.749 -0.2 -0.4 0.0 0.2851
H -0.932 3.484 -3.412 0.0 0.0 0.4 0.8360
H 0.467 3.569 -3.887 0.3 0.0 0.2 0.8330
O -0.043 3.703 -3.065 -0.2 0.0 -0.5 -2.3716
```
Positions in Å, forces in eV/Å.

(5)
Density functional theory data (ωB97M-V with the def2-TZVPD basis set) for a structure of composition C38H34BrClCuN4O2P.

maximum force	0.0143	Eh/bohr
total charge	+1
spin multiplicity	2
HOMO-LUMO gap (spin up / spin down)	7.91 / 6.55	eV
HOMO energy (spin up / spin down)	-0.374 / -0.374	hartree
ΔE to the lowest compared entry with this formula, charge and spin	0.00	kcal per mole

The geometry in XYZ format:
```
82
Properties=species:S:1:pos:R:3:forces:R:3:mulliken_charge:R:1
Cu -0.051 -0.269 -0.101 -0.1 0.1 0.1 0.1657
O 0.722 -1.985 -3.582 0.3 -0.1 -0.4 -0.6621
C 1.590 -1.139 -4.198 -0.2 -0.2 0.0 0.2751
C 2.033 -1.453 -5.477 0.0 -0.1 -0.1 -0.5796
C 2.905 -0.603 -6.140 0.0 0.0 0.0 -0.3789
C 3.337 0.578 -5.546 0.0 0.0 0.0 -0.9175
C 2.891 0.887 -4.269 0.0 0.0 0.0 -0.4400
C 2.038 0.031 -3.581 -0.1 0.1 0.0 -0.3489
C 1.621 0.350 -2.172 -0.1 -0.3 0.2 1.4052
O 0.296 0.006 -1.915 0.6 0.1 -0.5 -1.1677
N 2.528 -0.420 -1.258 -0.2 -0.2 -0.1 -0.6832
N 2.118 -0.493 0.011 -0.1 0.1 0.0 0.8213
C 2.881 -0.742 0.998 0.1 0.0 0.1 -1.0906
C 2.355 -0.899 2.353 -0.2 0.0 -0.2 0.6352
Br 0.447 -0.852 2.523 0.1 0.1 0.0 -0.0719
C 3.137 -1.036 3.419 0.1 0.0 0.3 -0.6195
C 2.763 -1.171 4.840 0.0 0.0 -0.1 0.1871
C 1.787 -2.066 5.272 0.0 0.0 0.0 -0.1540
C 1.469 -2.160 6.620 0.0 0.0 0.0 -0.7552
C 2.121 -1.360 7.549 0.0 0.0 0.0 -0.4414
C 3.106 -0.476 7.128 0.0 0.0 0.0 -0.7068
C 3.431 -0.390 5.783 0.1 0.0 0.0 -0.2620
H 0.342 -1.495 -2.830 -0.1 0.2 0.2 0.3014
H 1.673 -2.366 -5.937 0.0 0.1 0.0 0.4541
H 3.241 -0.859 -7.138 0.0 0.0 0.0 0.3843
H 4.005 1.248 -6.072 0.0 0.0 0.0 0.4229
H 3.209 1.809 -3.789 0.0 0.0 0.0 0.3989
H 1.807 1.415 -1.993 -0.1 0.1 0.1 0.3984
H 3.521 -0.341 -1.439 0.1 0.1 0.0 0.4376
H 3.959 -0.850 0.879 0.0 0.0 0.0 0.4411
H 4.204 -1.000 3.205 0.0 0.0 0.0 0.4564
H 1.291 -2.711 4.556 0.0 0.0 0.1 0.5329
H 0.716 -2.868 6.945 0.0 0.0 0.0 0.3976
H 1.869 -1.431 8.600 0.0 0.0 0.0 0.4057
H 3.631 0.138 7.849 0.0 0.0 0.0 0.3996
H 4.211 0.290 5.456 0.0 0.0 0.0 0.4138
Cl -2.823 0.016 0.425 -0.1 -0.2 0.1 -0.2099
C -3.133 1.725 0.584 0.1 0.1 0.0 0.9562
C -4.451 2.114 0.757 -0.1 0.0 0.0 -0.6197
C -4.744 3.460 0.881 0.0 0.1 0.0 -0.4718
C -3.726 4.403 0.827 0.0 0.0 0.0 -0.8598
C -2.416 3.995 0.644 0.0 0.0 0.0 -0.1919
C -2.089 2.643 0.524 0.0 -0.2 0.0 -0.9512
P -0.345 2.139 0.279 -0.1 0.0 0.3 1.9649
C 0.219 3.357 -0.950 0.0 -0.1 -0.1 0.3952
C -0.138 3.111 -2.278 -0.1 0.0 0.0 -0.3784
C 0.192 4.022 -3.269 0.0 0.0 0.0 -0.5838
C 0.883 5.181 -2.942 0.0 0.0 0.1 -0.6131
C 1.242 5.429 -1.623 0.0 0.0 0.0 -0.6937
C 0.912 4.521 -0.625 0.0 0.0 0.0 -0.2617
C 0.467 2.580 1.850 0.0 0.1 -0.1 0.3143
C 1.862 2.540 1.894 0.0 0.0 0.0 -0.1651
C 2.531 2.737 3.092 0.0 0.0 0.0 -0.9073
C 1.812 2.964 4.260 0.0 0.0 0.0 -0.5680
C 0.427 3.005 4.223 0.0 0.0 0.0 -0.8303
C -0.246 2.817 3.021 0.0 0.0 0.0 -0.7282
H -5.235 1.368 0.790 0.1 0.0 0.0 0.4683
H -5.772 3.773 1.014 0.0 0.0 0.0 0.4008
H -3.954 5.458 0.920 0.0 0.0 0.0 0.4300
H -1.628 4.736 0.588 0.0 0.0 0.0 0.4577
H -0.661 2.195 -2.532 0.1 0.1 0.0 0.3097
H -0.084 3.823 -4.297 0.0 0.0 0.1 0.4673
H 1.146 5.892 -3.716 0.0 0.0 0.0 0.4176
H 1.782 6.332 -1.366 0.0 0.0 0.0 0.4455
H 1.199 4.725 0.400 0.0 0.0 0.0 0.4131
H 2.424 2.354 0.984 0.0 0.0 0.0 0.4718
H 3.615 2.712 3.116 0.0 0.0 0.0 0.4403
H 2.334 3.115 5.199 0.0 0.0 -0.1 0.4366
H -0.134 3.184 5.132 0.0 0.0 -0.1 0.4395
H -1.329 2.840 3.003 0.0 0.0 0.0 0.3873
C -2.441 -5.282 -0.903 0.1 0.1 0.0 -0.8673
N -1.408 -4.274 -0.666 -0.1 -0.1 0.0 0.1241
C -0.063 -4.503 -0.495 0.0 0.0 0.0 -0.6895
C 0.511 -3.286 -0.304 -0.1 0.0 -0.1 -0.7666
N -0.467 -2.316 -0.353 0.1 0.2 0.1 0.5567
C -1.604 -2.948 -0.569 0.0 0.0 -0.1 -0.4414
H -1.980 -6.263 -0.874 0.0 0.0 0.0 0.3074
H -2.898 -5.138 -1.879 0.0 0.0 0.0 0.3391
H -3.207 -5.231 -0.132 0.0 0.0 0.0 0.3470
H 0.363 -5.492 -0.544 -0.1 0.1 0.0 0.4375
H 1.553 -3.047 -0.165 -0.1 0.0 0.0 0.5144
H -2.572 -2.483 -0.691 0.1 -0.1 0.0 0.5018
```
Positions in Å, forces in eV/Å.

(6)
Density functional theory data (ωB97M-V with the def2-TZVPD basis set) for a cluster of 2 separate species, C3H8O2 in total in a non-equilibrium geometry.

maximum force	0.0784	Eh/bohr
total charge	0
spin multiplicity	1
HOMO-LUMO gap	8.86	eV
HOMO energy	-0.298	hartree
ΔE to the lowest compared entry with this formula, charge and spin	63.54	kcal per mole

The geometry in XYZ format:
```
13
Properties=species:S:1:pos:R:3:forces:R:3:mulliken_charge:R:1
C 1.041 -1.214 0.127 -3.3 2.0 -1.0 -1.0164
C -0.872 1.064 1.049 -0.8 0.0 1.1 -1.2666
C -0.752 -0.073 0.060 3.0 -2.3 1.2 0.8017
O -1.635 -1.101 0.386 0.3 -0.3 -2.2 -0.5182
O -0.740 0.255 -1.260 -0.6 1.6 -1.2 -0.5073
H 0.571 -1.888 0.822 0.5 -0.7 -0.1 0.3379
H 1.163 -1.459 -0.955 -0.4 -0.2 1.1 0.2501
H 1.887 -0.687 0.484 0.7 0.5 0.5 0.3571
H 0.119 1.263 1.426 0.2 0.4 0.1 0.2817
H -1.542 0.877 1.955 0.9 -0.3 -1.4 0.2818
H -1.314 1.960 0.593 0.3 -0.1 -0.2 0.3707
H -1.486 -1.776 -0.341 -0.5 0.9 1.3 0.3391
H -0.525 1.212 -1.433 -0.4 -1.5 0.6 0.2884
```
Positions in Å, forces in eV/Å.

(7)
Density functional theory data (ωB97M-V with the def2-TZVPD basis set) for an isolated molecule of C3H3BrN4O2 in a non-equilibrium geometry.

SMILES string	Cn1nc(Br)nc1[N+](=O)[O-]
maximum force	0.0924	Eh/bohr
total charge	0
spin multiplicity	1
HOMO-LUMO gap	9.04	eV
HOMO energy	-0.373	hartree
ΔE to the lowest compared entry with this formula, charge and spin	0.00	kcal per mole

The geometry in XYZ format:
```
13
Properties=species:S:1:pos:R:3:forces:R:3:mulliken_charge:R:1
C -1.346 0.103 -1.329 1.4 -3.1 3.2 -0.6113
N -0.382 0.315 -0.059 -1.9 -0.8 -3.8 0.6519
N -0.992 0.812 0.985 0.6 0.2 1.1 -0.8486
C -0.058 0.648 1.949 -1.9 0.5 0.3 0.3477
Br -0.519 1.160 3.667 0.1 0.1 0.4 -0.1199
N 1.055 0.066 1.638 0.6 -0.7 -4.2 -0.4358
C 0.822 -0.135 0.232 0.7 0.9 4.6 0.3025
N 1.781 -0.779 -0.592 -0.1 -1.6 -0.9 0.9207
O 2.900 -0.913 -0.189 0.5 0.5 0.5 -0.5091
O 1.364 -1.292 -1.625 -0.4 0.5 -0.2 -0.5719
H -0.804 -0.322 -2.144 0.6 -0.3 -0.2 0.3112
H -2.088 -0.673 -0.922 0.9 1.5 -0.8 0.2759
H -1.733 1.011 -1.612 -1.1 2.1 -0.1 0.2867
```
Positions in Å, forces in eV/Å.